Record 1
{"formula": "C20H56NO14S9", "method": "the ωB97M-V functional and the def2-TZVPD basis", "species": ["S", "S", "S", "S", "S", "S", "S", "S", "S", "O", "O", "O", "O", "O", "O", "O", "O", "O", "O", "O", "O", "O", "O", "N", "C", "C", "C", "C", "C", "C", "C", "C", "C", "C", "C", "C", "C", "C", "C", "C", "C", "C", "C", "C", "H", "H", "H", "H", "H", "H", "H", "H", "H", "H", "H", "H", "H", "H", "H", "H", "H", "H", "H", "H", "H", "H", "H", "H", "H", "H", "H", "H", "H", "H", "H", "H", "H", "H", "H", "H", "H", "H", "H", "H", "H", "H", "H", "H", "H", "H", "H", "H", "H", "H", "H", "H", "H", "H", "H", "H"], "positions_angstrom": [[5.6222, -0.2963, -3.8614], [8.5045, -2.7190, 4.0071], [-5.0216, 0.7026, 0.7041], [0.0668, 0.5297, 2.9317], [-4.4596, 3.1394, -0.1558], [-3.9573, -1.2088, -5.1683], [-3.1711, 4.3662, -5.3806], [-3.0784, -1.3626, 6.8850], [4.2443, -1.6864, 1.2560], [0.9076, -0.6283, 2.5083], [-4.8900, -0.3353, -0.5090], [-6.3602, 1.1014, 0.7679], [-0.6181, 1.2946, -1.8033], [4.7984, -0.6687, 0.3126], [-2.5356, 3.5137, -4.3449], [-4.5321, -0.0302, 1.7821], [-2.4621, -0.0299, 6.6914], [-5.1532, 3.1154, -1.3700], [-4.1144, 0.0799, -5.8877], [6.2384, -1.6273, -4.1032], [-3.0246, 3.5838, -0.4362], [-4.9211, 3.9610, 0.8450], [7.3299, -3.1062, 3.1870], [-3.9856, 1.7228, 0.3021], [-2.9393, -1.7274, 8.6405], [-6.8866, 0.0219, -1.9283], [9.4538, -1.5591, 3.0224], [-3.5883, -0.8478, -3.4557], [1.1176, 1.5783, 3.9403], [-1.1415, 0.0111, -1.4567], [-6.1500, -0.8705, -0.9645], [6.5733, 0.8867, -4.8254], [-4.8531, 3.7880, -5.5495], [-0.9449, -0.0192, 4.3064], [-2.3240, -1.8288, -5.5846], [-2.5783, 3.7773, -6.9714], [-1.1363, 2.3290, -1.0170], [-2.4655, 2.7662, -1.4872], [4.8504, -1.2562, 2.8837], [-0.1005, -0.8423, -0.8318], [5.2311, -3.1675, 1.0372], [-4.8512, -1.1333, 6.9023], [9.6786, -4.0709, 3.9022], [6.1788, 0.2563, -2.2580], [6.2864, -2.9291, 1.1178], [1.5867, 0.9768, 4.7199], [-3.3341, -0.8895, 9.2146], [-5.3690, 4.0276, -4.6216], [-4.4620, -0.3965, -2.9996], [-0.5120, -1.8105, -0.6222], [-1.8853, -1.8701, 8.8691], [0.5150, 2.3730, 4.3786], [-1.4695, 0.8316, 4.7258], [-6.7735, -1.1531, -0.1385], [-3.1153, 4.2907, -7.7692], [-1.5170, 4.0068, -7.0340], [9.2471, -4.9226, 4.4219], [-0.3105, -0.4844, 5.0590], [5.8571, 1.2848, -2.0954], [-2.1147, -2.7171, -4.9895], [10.6103, -3.7779, 4.3855], [4.5820, -2.0434, 3.5856], [-4.8587, 2.7118, -5.7047], [0.7604, -0.9488, -1.4646], [-3.4911, -2.6404, 8.8635], [-1.6681, -0.7385, 3.9301], [6.3952, 0.6801, -5.8782], [-2.7307, 2.7002, -7.0362], [5.7293, -0.3806, -1.4979], [0.2117, -0.4199, 0.1116], [-1.9606, 0.1086, -0.7590], [6.2378, 1.8956, -4.5869], [-3.3469, -1.7765, -2.9389], [-0.4544, 3.1592, -0.9973], [-5.8734, -1.7709, -1.4800], [-6.6316, 1.0383, -1.7226], [-2.4309, 3.3583, -2.3764], [4.3655, -0.3261, 3.1731], [-5.1596, -0.8430, 5.9023], [8.8661, -0.6493, 2.9262], [-6.6380, -0.2034, -2.9479], [-5.3295, -2.0741, 7.1809], [9.8489, -4.3216, 2.8556], [-1.2463, 2.0101, 0.0084], [5.9280, -1.1300, 2.8548], [-7.9444, -0.0556, -1.7542], [-3.0763, 1.9051, -1.6724], [-1.5574, -0.4325, -2.3485], [4.9531, -3.8969, 1.7962], [7.6329, 0.7693, -4.5982], [-5.3284, 4.3030, -6.3855], [-2.7518, -0.1508, -3.4006], [10.3925, -1.3391, 3.5302], [9.6381, -1.9860, 2.0370], [-1.5844, -1.0526, -5.3893], [-2.3235, -2.0851, -6.6416], [5.0095, -3.5626, 0.0472], [-5.1004, -0.3457, 7.6143], [1.8776, 2.0071, 3.2904], [7.2669, 0.1828, -2.2135]], "forces_ev_per_a": [[-0.183, 0.087, 0.008], [0.075, 0.072, 0.169], [1.317, -1.208, -0.818], [-0.137, -0.126, 0.025], [1.979, -1.826, -0.393], [-0.076, -0.322, 0.138], [0.050, 0.075, 0.095], [0.052, -0.184, 0.061], [-0.336, -0.063, -0.121], [0.145, -0.018, 0.115], [-1.079, -0.628, -1.258], [-3.097, 1.218, -0.042], [0.309, -0.402, -0.410], [0.139, 0.027, 0.112], [0.141, 0.090, -0.393], [1.071, -2.088, 3.286], [-0.040, 0.180, 0.230], [-2.100, -0.036, -2.802], [-0.038, 0.337, -0.199], [0.151, -0.157, -0.054], [1.884, 1.508, -1.180], [-1.775, 2.727, 3.400], [0.043, -0.147, 0.012], [0.053, 0.230, 0.761], [0.005, -0.105, 0.096], [0.105, 0.154, 0.447], [0.099, 0.042, -0.051], [-0.045, 0.152, -0.204], [0.149, 0.138, 0.012], [-0.053, 0.583, -0.104], [0.669, -0.265, -0.324], [0.054, 0.083, -0.029], [-0.223, -0.016, -0.065], [0.063, -0.044, -0.255], [0.104, -0.020, -0.013], [-0.054, -0.118, -0.124], [0.332, -0.209, 0.591], [0.257, 0.778, -0.327], [-0.045, 0.166, 0.130], [0.263, 0.105, 0.268], [0.018, -0.072, -0.126], [-0.201, 0.017, 0.045], [0.108, -0.054, -0.032], [0.161, 0.025, 0.077], [0.042, 0.041, 0.041], [-0.022, -0.034, -0.022], [0.004, 0.033, -0.040], [0.036, 0.008, 0.046], [-0.049, 0.058, 0.008], [-0.196, -0.701, 0.132], [0.009, 0.008, -0.032], [-0.003, 0.020, -0.008], [-0.064, 0.046, 0.002], [-0.192, -0.011, 0.599], [0.002, 0.023, -0.010], [0.018, 0.034, 0.043], [-0.036, -0.006, 0.020], [0.053, 0.015, -0.010], [-0.056, -0.002, -0.002], [0.008, -0.017, 0.009], [0.006, -0.004, 0.019], [-0.003, -0.033, 0.009], [0.095, -0.153, 0.010], [0.501, -0.084, -0.368], [0.015, -0.019, 0.015], [-0.037, 0.034, -0.088], [-0.025, -0.029, -0.011], [-0.032, -0.043, 0.065], [-0.047, 0.048, -0.041], [0.228, 0.087, 0.293], [-0.511, 0.219, 0.227], [-0.013, 0.012, -0.006], [-0.016, -0.019, 0.016], [0.603, 0.365, -0.243], [0.211, -0.683, -0.146], [0.190, 0.796, 0.020], [0.095, 0.212, -0.332], [-0.104, -0.014, -0.064], [0.005, 0.021, -0.096], [-0.037, 0.007, 0.010], [-0.034, -0.091, -0.607], [0.012, 0.039, -0.042], [-0.032, 0.012, -0.019], [-0.027, -0.262, 0.606], [0.051, -0.043, -0.068], [-0.589, -0.169, -0.176], [-0.300, -0.337, -0.126], [0.439, -0.171, -0.021], [0.009, -0.009, 0.035], [0.001, -0.035, 0.023], [-0.005, 0.032, 0.012], [-0.380, 0.018, -0.306], [0.005, 0.020, 0.012], [-0.033, -0.024, -0.007], [-0.018, 0.038, 0.023], [-0.031, 0.001, -0.025], [-0.089, 0.054, -0.015], [0.013, 0.002, -0.028], [0.010, 0.012, -0.024], [0.006, -0.009, -0.065]], "mulliken_charge": [0.5420, 0.4061, 0.8822, 0.7197, 0.9664, 0.3314, 0.3692, 0.5943, 0.6314, -0.6562, -0.1728, -0.6304, -0.4729, -0.6547, -0.5186, -0.7076, -0.5822, -0.5955, -0.5859, -0.6505, -0.5526, -0.7165, -0.4688, -0.1079, -1.0196, -0.8283, -0.9610, -0.1095, -1.2102, 0.8056, -0.8263, -0.9154, -0.6674, -1.2199, -0.9712, -0.8910, -0.6016, 0.3788, -0.7209, -1.5628, -0.9827, -0.9545, -0.9896, -0.6000, 0.1899, 0.3339, 0.3055, 0.2662, -0.4682, 0.4118, 0.3233, 0.4068, 0.4622, 0.5383, 0.3924, 0.3314, 0.3173, 0.4048, 0.3239, 0.3563, 0.3922, 0.3766, 0.0872, 0.3621, 0.3631, 0.3564, 0.3156, 0.1657, 0.0648, 0.2582, 0.1384, 0.3306, 0.5675, 0.3624, 0.4759, 0.1807, 0.4604, 0.3229, 0.3139, 0.3196, 0.3455, 0.3608, 0.3054, 0.3161, 0.0277, 0.2962, 0.0472, -0.2563, 0.3728, 0.2815, 0.3984, 0.1528, 0.3946, 0.3072, 0.2551, 0.3705, 0.3864, 0.3035, 0.3605, 0.3422], "orbital_gap_ev": 7.109, "total_charge": -1, "homo_ev": -5.60, "e_tot_ev": -149314.551}


Record 2
{"formula": "C20H56O8", "method": "the ωB97M-V functional and the def2-TZVPD basis", "species": ["O", "O", "O", "O", "O", "O", "O", "O", "C", "C", "C", "C", "C", "C", "C", "C", "C", "C", "C", "C", "C", "C", "C", "C", "C", "C", "C", "C", "H", "H", "H", "H", "H", "H", "H", "H", "H", "H", "H", "H", "H", "H", "H", "H", "H", "H", "H", "H", "H", "H", "H", "H", "H", "H", "H", "H", "H", "H", "H", "H", "H", "H", "H", "H", "H", "H", "H", "H", "H", "H", "H", "H", "H", "H", "H", "H", "H", "H", "H", "H", "H", "H", "H", "H"], "positions_angstrom": [[-1.8599, -4.2054, 2.6117], [4.9368, -0.4933, 0.7967], [3.8223, 4.4839, -3.0783], [-4.2179, 4.0052, 1.0129], [1.9798, -2.0581, 3.5092], [2.1015, -0.4231, 1.1297], [-1.4665, 1.9212, -5.7523], [-4.4070, -1.6479, -2.5021], [0.7787, -0.0477, 0.6790], [-3.8030, -5.2901, 1.5864], [-2.6329, -4.3199, 1.4112], [-3.1398, -1.8221, -1.8985], [-0.0640, 2.0332, -3.7639], [0.5982, 3.0451, -5.9746], [5.3708, 0.4247, 1.7865], [-4.5638, 2.5204, 2.8910], [1.1961, -2.6541, 5.7530], [-3.6444, 2.9198, 1.7491], [4.3828, 2.5859, -1.6192], [4.7924, 2.5679, -4.1084], [0.0078, -0.9514, 4.2672], [-1.6898, -4.7499, 0.3144], [-3.4287, 1.8096, 0.7861], [-0.1105, 1.9076, -5.2741], [0.8168, -2.2275, 4.3417], [3.9036, 3.0661, -2.9963], [1.0035, 0.9349, -0.4406], [0.0203, -1.3057, 0.3253], [0.5607, 2.9001, -7.0539], [5.7924, 3.0001, -3.9857], [0.5864, -0.1084, 4.6545], [-2.6433, 2.0145, 0.0609], [-4.1847, 1.6814, 3.4805], [-1.1793, -5.6657, 0.6064], [0.3437, 0.9602, -5.5884], [5.4257, 2.8722, -1.4761], [-2.2378, -4.9104, -0.6151], [0.2196, -3.0383, 3.9023], [-4.1753, 4.8002, 1.5526], [0.5479, -2.0130, -0.3182], [-3.2159, 0.8394, 1.2526], [2.9932, 4.7467, -2.6713], [0.0629, 1.2108, -0.9180], [1.6559, 0.4410, -1.1665], [0.1592, 4.0074, -5.7166], [0.9048, 1.6802, -3.3949], [1.9538, -2.0059, 6.1925], [1.5195, 1.8336, -0.1075], [4.0052, -0.3118, 0.6142], [-0.2118, -1.8850, 1.2218], [2.9079, 2.6189, -3.1437], [-2.8689, -1.0135, -1.2116], [4.2584, 1.5061, -1.5670], [-4.7833, 3.3399, 3.5765], [-0.8047, 1.3854, -3.2915], [-2.3589, -1.8416, -2.6597], [6.3321, 0.0560, 2.1340], [-3.0930, -2.7852, -1.3801], [-5.5261, 2.1785, 2.4900], [1.4882, -3.7042, 5.8090], [1.6553, 3.0454, -5.6918], [-0.9667, -3.9581, 0.1087], [-5.0777, -1.8494, -1.8454], [0.2523, 0.4092, 1.5252], [-0.1878, -0.7366, 3.2154], [-4.3758, -5.0751, 2.4907], [-0.1532, 3.0683, -3.4337], [2.0526, -0.7772, 2.0270], [-3.0714, -3.3417, 1.1701], [-2.6941, 3.2419, 2.1958], [-2.4910, -4.0308, 3.3181], [-3.5017, -6.3390, 1.5748], [-4.4904, -5.1817, 0.7405], [0.3002, -2.6035, 6.3827], [4.9022, 1.4832, -4.0860], [3.7766, 3.0936, -0.8672], [-0.9312, -1.0512, 4.8041], [4.7020, 0.4045, 2.6614], [-4.3493, 1.5307, 0.2604], [2.5891, -2.7799, 3.6899], [-0.8990, -1.0194, -0.1960], [-1.9946, 1.3517, -5.1845], [4.4385, 2.8456, -5.1013], [5.3978, 1.4504, 1.4167]], "forces_ev_per_a": [[-0.216, 0.033, -0.072], [0.086, 0.202, -0.109], [-0.006, -0.065, -0.059], [0.169, -0.041, -0.040], [-0.174, 0.250, 0.292], [-0.234, 0.552, -0.120], [0.149, 0.119, 0.101], [0.124, 0.141, -0.134], [1.057, -0.492, 0.755], [-0.096, 0.019, -0.453], [-0.363, -0.252, 0.152], [0.278, -0.270, 0.130], [0.669, -0.296, 0.120], [0.437, -0.267, -0.069], [-0.597, -0.594, 0.291], [-0.685, -0.452, 0.051], [-0.636, 0.078, 0.214], [-0.220, 0.550, 0.843], [-0.160, 0.641, -0.653], [0.613, 0.147, -0.153], [0.584, 0.116, -0.281], [-0.059, 0.377, -0.201], [-0.159, -1.551, -0.650], [-0.555, 0.091, -0.270], [0.000, -0.687, -0.097], [-0.303, -0.763, 0.158], [-0.082, -0.287, -0.289], [-0.521, -0.197, -0.405], [-0.114, 0.091, -0.008], [-0.075, -0.048, -0.044], [-0.100, -0.038, 0.168], [-0.067, 0.107, -0.064], [0.268, 0.128, -0.052], [0.063, -0.021, -0.055], [0.064, -0.012, 0.120], [0.019, -0.133, 0.099], [-0.037, -0.165, 0.031], [-0.048, 0.108, 0.009], [-0.035, -0.020, 0.010], [0.346, 0.399, -0.154], [0.485, 0.366, 0.413], [0.025, 0.138, 0.063], [0.040, 0.030, -0.053], [-0.129, 0.095, -0.163], [-0.068, -0.003, 0.010], [-0.026, 0.028, -0.070], [0.076, -0.030, -0.050], [-0.066, -0.005, 0.173], [-0.130, -0.138, 0.117], [-0.190, 0.158, 0.057], [-0.018, 0.259, -0.059], [-0.247, -0.014, 0.095], [0.119, -0.041, 0.269], [0.161, 0.104, -0.057], [-0.152, 0.173, 0.043], [-0.248, 0.017, -0.220], [0.242, 0.366, -0.109], [0.111, 0.119, 0.133], [0.090, 0.145, -0.060], [0.356, 0.091, -0.186], [-0.056, 0.099, 0.054], [0.120, -0.171, 0.133], [-0.049, 0.050, -0.013], [0.001, 0.305, -0.170], [-0.230, -0.008, 0.094], [0.062, -0.041, 0.044], [-0.375, -0.015, 0.001], [0.011, -0.353, 0.070], [0.166, 0.070, -0.015], [0.082, -0.039, -0.217], [0.154, 0.004, 0.109], [0.208, 0.066, 0.272], [0.026, 0.095, 0.070], [0.096, 0.139, -0.015], [-0.081, -0.014, 0.124], [0.037, -0.234, 0.203], [-0.054, 0.037, 0.035], [0.033, 0.055, -0.123], [-0.046, 0.661, -0.193], [0.049, 0.004, -0.122], [-0.130, -0.204, 0.206], [-0.006, -0.022, -0.044], [-0.157, 0.098, 0.080], [0.325, 0.060, -0.038]], "mulliken_charge": [-0.4775, -0.5243, -0.6309, -0.5560, -0.4741, -0.4203, -0.5575, -0.5472, 0.6897, -1.4333, 0.7767, 0.0779, -0.6659, -1.1980, -0.5006, -1.3282, -1.5272, 0.6496, -1.3288, -1.5143, -0.9181, -1.1457, -1.2706, 0.5834, 0.8894, 1.7873, -1.6022, -0.5738, 0.3537, 0.3823, 0.3544, 0.2339, 0.3021, 0.4421, 0.1966, 0.3962, 0.3573, -0.0439, 0.3265, 0.4456, 0.3176, 0.3667, 0.3166, 0.3213, 0.3519, -0.0673, 0.3497, 0.4066, 0.4025, 0.1586, -0.7290, -0.1265, 0.3202, 0.3622, 0.2491, 0.2859, 0.2855, 0.0064, 0.3266, 0.4363, 0.1757, 0.0373, 0.2969, 0.2156, -0.1809, 0.4246, 0.2589, 0.2072, 0.0633, 0.1916, 0.3230, 0.3186, 0.3595, 0.3714, 0.3556, 0.2747, 0.4407, 0.1830, 0.4227, 0.2492, -0.1957, 0.3056, 0.3642, 0.1902], "orbital_gap_ev": 9.837, "total_charge": 0, "homo_ev": -9.64, "e_tot_ev": -38026.977, "smiles": "CC(C)O.CC(C)O.CC(C)O.CC(C)O.CC(C)O.CC(C)O.CO.CO"}